1.
9
Properties=species:S:1:pos:R:3 method="wB97M-V/def2-TZVPD" smiles="O=c1nc(S)o[nH]1" homo_lumo_gap_ev=10.90 multiplicity=1 de_lowest_kcal_mol=25.04 energy_ha=-735.547364 e_homo_ev=-10.49
C 0.317 0.412 -0.703
C -0.465 0.492 1.282
H 0.651 -0.510 -2.630
H -0.196 -1.527 1.439
N -0.067 1.255 0.155
N -0.581 -0.846 0.838
O -0.670 0.840 2.390
O 0.103 -0.862 -0.431
S 0.910 0.746 -2.341


2.
44
Properties=species:S:1:pos:R:3 method="wB97M-V/def2-TZVPD" charge=+5 s2=0.773 homo_lumo_gap_ev="2.39 / 2.40" multiplicity=2 energy_ha=-2414.539355 e_homo_ev="-22.17 / -22.18"
Y -18.944 -19.953 -22.201
Y -15.917 -17.559 -21.327
N -14.627 -17.761 -19.569
S -14.737 -16.921 -18.054
O -13.707 -15.962 -17.643
O -15.654 -17.397 -17.046
F -15.587 -15.931 -18.853
S -13.653 -18.781 -18.836
O -14.055 -19.831 -17.945
O -12.333 -18.204 -18.697
F -13.550 -19.581 -20.254
C -16.240 -21.186 -21.039
O -16.590 -19.889 -21.352
H -15.701 -21.190 -20.092
H -17.164 -21.746 -20.891
H -15.735 -21.671 -21.874
C -10.703 -22.488 -24.291
C -11.983 -22.065 -24.509
C -13.061 -22.662 -23.986
C -12.917 -23.874 -23.250
C -11.614 -24.441 -23.057
C -10.533 -23.698 -23.685
N -14.179 -24.545 -22.800
O -15.265 -24.172 -23.315
O -14.075 -25.629 -22.300
H -9.835 -21.870 -24.466
H -11.973 -21.193 -25.146
H -13.966 -22.098 -24.157
H -11.466 -25.389 -22.561
H -9.538 -24.071 -23.492
C -19.338 -24.743 -17.099
C -19.660 -25.644 -18.109
C -19.728 -25.245 -19.419
C -19.461 -23.936 -19.735
C -19.071 -22.994 -18.689
C -19.100 -23.459 -17.384
N -19.561 -23.426 -21.123
O -19.499 -22.183 -21.318
O -19.886 -24.145 -22.079
H -19.432 -25.164 -16.109
H -19.847 -26.682 -17.880
H -19.773 -25.915 -20.265
H -18.876 -21.942 -18.838
H -18.737 -22.789 -16.619


3.
14
Properties=species:S:1:pos:R:3 method="wB97M-V/def2-TZVPD" homo_lumo_gap_ev=7.55 multiplicity=1 de_lowest_kcal_mol=34.34 energy_ha=-958.390725 e_homo_ev=-8.98
C -0.856 0.342 1.072
C -0.797 0.945 -0.311
C -0.144 0.005 -1.320
F 1.289 -2.416 1.543
P 1.664 -0.265 -1.055
S 2.359 -2.682 0.293
H -1.360 1.033 1.746
H -1.181 -0.711 1.153
H 0.194 0.373 1.391
H -1.685 1.154 -0.831
H -0.251 1.863 -0.104
H -0.820 -0.781 -1.310
H -0.155 0.561 -2.266
H 1.743 0.580 0.000


4.
107
Properties=species:S:1:pos:R:3 method="wB97M-V/def2-TZVPD" charge=+1 homo_lumo_gap_ev=8.84 multiplicity=1 energy_ha=-3651.185928 e_homo_ev=-11.25
C -2.479 0.591 -0.447
C -1.248 0.042 -1.187
C 0.010 -0.046 -0.301
C 0.485 -1.463 0.072
O -0.696 -2.066 0.509
P 1.181 -2.865 -1.043
O 2.461 -2.201 -1.849
Cl -0.183 -2.892 -2.572
O 1.306 -1.340 1.234
C 2.336 -0.396 1.339
F 2.283 0.008 2.661
C 3.702 -1.050 1.152
C 3.941 -2.162 2.209
C 4.263 -3.579 1.704
C 2.960 -4.346 1.410
C 5.276 -3.633 0.545
C 2.069 0.961 0.591
C 3.396 1.668 0.279
O 3.970 1.969 1.542
N 5.095 2.912 1.331
O 4.975 3.824 2.017
N 1.122 0.970 -0.608
C 0.371 2.310 -0.641
C 1.064 3.633 -0.334
C 1.718 4.413 -1.468
I 0.309 5.076 -2.918
C 1.917 0.762 -1.881
C 1.212 0.308 -3.151
C 0.656 1.409 -4.057
C 0.522 0.906 -5.487
O -0.318 -0.249 -5.486
H -2.534 1.681 -0.485
H -2.473 0.246 0.589
H -3.380 0.194 -0.913
H -1.498 -0.952 -1.540
H -1.083 0.629 -2.086
H -0.321 0.295 0.686
H -0.505 -2.929 0.938
H 3.258 -2.701 -1.623
H 4.474 -0.297 1.301
H 3.793 -1.403 0.125
H 3.072 -2.232 2.863
H 4.766 -1.838 2.848
H 4.742 -4.078 2.549
H 2.772 -5.097 2.181
H 2.109 -3.676 1.436
H 2.978 -4.881 0.459
H 6.000 -4.433 0.705
H 5.841 -2.706 0.425
H 4.787 -3.887 -0.404
H 1.547 1.579 1.322
H 4.067 1.048 -0.322
H 3.237 2.591 -0.273
H -0.098 2.376 -1.623
H -0.441 2.203 0.074
H 0.265 4.281 0.032
H 1.741 3.595 0.521
H 2.551 3.915 -1.965
H 2.109 5.336 -1.044
H 2.390 1.724 -2.086
H 2.718 0.067 -1.652
H 1.991 -0.219 -3.715
H 0.454 -0.445 -2.972
H -0.353 1.688 -3.741
H 1.310 2.285 -4.038
H 0.058 1.671 -6.115
H 1.507 0.663 -5.898
H 0.125 -0.972 -5.938
C -1.957 9.801 0.138
C -1.055 9.077 1.098
C 0.359 9.609 1.223
O 1.096 8.426 1.576
C 0.425 7.366 1.092
O 0.854 6.251 1.062
O -0.790 7.727 0.645
H -2.891 9.257 0.009
H -2.186 10.794 0.523
H -1.484 9.900 -0.840
H -1.517 8.996 2.085
H 0.489 10.365 1.991
H 0.741 9.977 0.268
C -6.716 -3.589 -0.431
C -6.891 -2.109 -0.228
C -8.093 -1.477 -0.903
O -7.641 -0.135 -1.128
C -6.295 -0.159 -1.219
O -5.619 0.752 -1.574
O -5.818 -1.371 -0.850
H -5.754 -3.915 -0.036
H -7.506 -4.131 0.089
H -6.751 -3.841 -1.491
H -6.881 -1.857 0.836
H -8.993 -1.466 -0.295
H -8.303 -1.939 -1.871
C -0.887 -8.597 3.725
C -1.028 -7.100 3.714
C -2.364 -6.554 3.252
O -1.993 -5.279 2.699
C -0.712 -5.366 2.300
O -0.147 -4.541 1.644
O -0.145 -6.501 2.734
H 0.145 -8.880 3.925
H -1.519 -9.022 4.504
H -1.176 -9.021 2.763
H -0.761 -6.674 4.685
H -3.090 -6.412 4.047
H -2.797 -7.161 2.454


5.
16
Properties=species:S:1:pos:R:3 method="wB97M-V/def2-TZVPD" smiles="O=c1[nH]c(-c2cnccn2)no1" homo_lumo_gap_ev=8.73 multiplicity=1 de_lowest_kcal_mol=73.06 energy_ha=-600.463230 e_homo_ev=-9.52
C 1.025 -1.941 -2.275
C -0.141 -1.127 -0.612
C -0.367 0.032 0.321
C -0.988 -0.013 1.552
C -0.440 2.029 2.009
C -0.062 2.244 0.573
H 1.264 0.017 -1.776
H -1.285 -1.052 1.761
H -0.544 2.795 2.633
H -0.072 3.352 0.253
N 0.765 -0.798 -1.582
N -0.332 -2.374 -0.483
N -0.944 0.912 2.516
N -0.010 1.273 -0.294
O 1.807 -2.412 -3.096
O 0.324 -2.937 -1.499


6.
14
Properties=species:S:1:pos:R:3 method="wB97M-V/def2-TZVPD" charge=+1 smiles="C#[N+]CCC=C" homo_lumo_gap_ev=9.57 multiplicity=1 de_lowest_kcal_mol=82.10 energy_ha=-249.694314 e_homo_ev=-14.12
C 0.462 -1.105 0.341
C -0.992 -1.073 -0.083
C 1.114 0.042 -0.459
C -1.802 1.326 -0.078
C 1.394 1.186 0.136
N -1.452 0.250 -0.057
H 0.810 -2.055 -0.078
H 0.744 -0.841 1.453
H -1.687 -1.930 0.390
H -0.958 -1.324 -1.098
H 1.309 -0.086 -1.450
H -1.991 2.338 0.020
H 2.015 1.958 -0.199
H 1.034 1.315 1.161


7.
39
Properties=species:S:1:pos:R:3 method="wB97M-V/def2-TZVPD" charge=-1 homo_lumo_gap_ev="3.66 / 4.39" multiplicity=1 de_lowest_kcal_mol=41.44 energy_ha=-2275.368493 e_homo_ev="-3.33 / -3.70"
Au 0.180 -0.101 0.078
I -0.938 2.156 2.034
C -2.371 2.405 0.486
C -3.548 3.133 1.013
C -4.662 3.225 0.270
C -4.721 2.546 -0.990
C -3.813 1.590 -1.313
C -3.910 0.841 -2.545
C -2.964 -0.053 -2.875
C -1.839 -0.315 -2.017
C -1.656 0.294 -0.819
C -2.737 1.199 -0.340
H -3.452 3.643 1.961
H -5.504 3.814 0.608
H -5.522 2.759 -1.687
H -4.746 1.048 -3.202
H -3.042 -0.594 -3.812
H -1.115 -1.046 -2.362
Te -0.651 -2.389 1.422
Te -2.599 -1.195 2.783
Te -4.155 -0.295 0.810
Te -1.197 3.711 -0.930
C 4.616 -3.728 -0.010
C 3.298 -3.686 -0.514
C 2.516 -2.589 -0.292
C 2.982 -1.467 0.446
C 2.153 -0.320 0.687
C 2.736 0.745 1.334
C 4.077 0.725 1.775
C 4.853 -0.380 1.587
C 4.321 -1.505 0.911
C 5.112 -2.660 0.677
H 5.234 -4.601 -0.182
H 2.909 -4.522 -1.083
H 1.517 -2.537 -0.709
H 2.148 1.637 1.528
H 4.483 1.594 2.279
H 5.878 -0.412 1.938
H 6.130 -2.670 1.053


8.
10
Properties=species:S:1:pos:R:3 method="wB97M-V/def2-TZVPD" smiles="C=C=CC" homo_lumo_gap_ev=8.94 multiplicity=1 de_lowest_kcal_mol=34.95 energy_ha=-155.906987 e_homo_ev=-8.20
C 0.374 -1.036 -1.176
C -0.103 -0.718 0.214
C -0.203 0.518 0.630
C -0.269 1.707 1.162
H 1.360 -1.502 -1.224
H 0.352 -0.117 -1.774
H -0.384 -1.705 -1.611
H -0.502 -1.526 0.824
H -0.031 1.733 2.205
H -0.593 2.646 0.751


9.
9
Properties=species:S:1:pos:R:3 method="wB97M-V/def2-TZVPD" homo_lumo_gap_ev=9.34 multiplicity=1 de_lowest_kcal_mol=106.72 energy_ha=-321.207573 e_homo_ev=-9.66
O -0.644 1.464 0.312
C -0.002 0.275 0.105
C -0.964 -0.910 0.238
O -0.607 -2.048 0.104
C 1.180 -0.028 -0.620
N 2.064 -0.630 -1.095
H -0.246 2.176 -0.201
H 1.250 0.356 0.724
H -2.031 -0.656 0.433


10.
68
Properties=species:S:1:pos:R:3 method="wB97M-V/def2-TZVPD" smiles="O=C(O)NOC(=O)c1ccccc1.COCCOC.COCCOC.COCCOC" homo_lumo_gap_ev=9.77 multiplicity=1 energy_ha=-1591.240826 e_homo_ev=-9.30
O 6.016 -2.181 1.363
C 6.743 -1.241 1.254
O 7.666 -0.881 2.167
N 6.738 -0.374 0.109
O 6.560 0.960 0.561
C 5.360 1.492 0.101
O 5.348 2.649 -0.185
C 4.162 0.601 0.166
C 3.848 -0.308 -0.839
C 2.716 -1.101 -0.717
C 1.905 -0.982 0.404
C 2.218 -0.079 1.408
C 3.348 0.721 1.289
H 7.411 -1.303 3.001
H 7.649 -0.382 -0.340
H 4.511 -0.392 -1.690
H 2.465 -1.818 -1.489
H 1.030 -1.615 0.485
H 1.607 0.023 2.296
H 3.601 1.439 2.059
C -3.325 2.332 5.854
O -2.837 1.011 5.981
C -2.832 0.291 4.758
C -1.445 0.212 4.164
O -0.982 1.486 3.742
C -0.040 2.067 4.623
H -3.140 2.839 6.800
H -2.817 2.874 5.052
H -4.403 2.333 5.659
H -3.520 0.742 4.037
H -3.183 -0.724 4.971
H -1.479 -0.433 3.280
H -0.748 -0.234 4.881
H 0.911 1.524 4.579
H -0.396 2.078 5.656
H 0.129 3.091 4.295
C 0.595 -3.028 -7.204
O 0.373 -1.654 -6.951
C -0.323 -1.403 -5.742
C 0.608 -0.944 -4.643
O 1.505 -1.971 -4.248
C 2.808 -1.809 -4.778
H 1.264 -3.097 -8.060
H 1.058 -3.526 -6.348
H -0.344 -3.537 -7.449
H -0.866 -2.297 -5.419
H -1.054 -0.614 -5.939
H 0.014 -0.670 -3.766
H 1.160 -0.056 -4.967
H 3.309 -0.954 -4.309
H 2.788 -1.663 -5.861
H 3.371 -2.713 -4.552
C -5.164 -0.322 -1.552
O -5.428 1.044 -1.296
C -6.164 1.267 -0.105
C -5.276 1.737 1.024
O -4.368 0.728 1.435
C -3.052 0.917 0.941
H -4.469 -0.365 -2.390
H -4.711 -0.814 -0.687
H -6.081 -0.852 -1.828
H -6.695 0.357 0.195
H -6.909 2.040 -0.316
H -5.902 1.989 1.886
H -4.736 2.640 0.723
H -2.574 1.771 1.432
H -3.043 1.063 -0.142
H -2.485 0.019 1.180


11.
6
Properties=species:S:1:pos:R:3 method="wB97M-V/def2-TZVPD" smiles=I[PH]#P(I)I homo_lumo_gap_ev=8.29 multiplicity=1 de_lowest_kcal_mol=0.00 energy_ha=-1576.441506 e_homo_ev=-9.00
P -0.428 0.000 -1.055
P 0.356 -0.204 0.986
I 1.670 0.065 -2.249
I 0.821 2.141 1.447
I -1.819 -0.612 2.010
H -0.601 -1.391 -1.140


12.
112
Properties=species:S:1:pos:R:3 method="wB97M-V/def2-TZVPD" homo_lumo_gap_ev=8.98 multiplicity=1 energy_ha=-3571.034538 e_homo_ev=-9.46
Rb -4.530 23.733 21.513
P -4.485 24.820 17.843
F -4.717 23.344 17.210
F -3.431 24.202 18.921
F -3.207 25.140 16.914
F -4.398 26.325 18.483
F -5.477 25.367 16.684
F -5.759 24.603 18.856
C 1.080 22.111 17.122
C -0.084 21.663 17.999
C -1.277 21.993 17.103
O -0.812 21.672 15.796
C 0.599 21.772 15.707
H 2.018 21.649 17.426
H 1.186 23.194 17.203
H -0.166 22.212 18.940
H 0.004 20.595 18.197
H -1.530 23.059 17.079
H -2.163 21.437 17.414
H 0.902 22.534 14.983
H 1.032 20.837 15.338
C -7.181 28.509 22.774
C -7.796 28.262 21.413
C -7.407 26.828 21.061
O -7.436 26.211 22.352
C -7.254 27.092 23.436
H -7.643 29.307 23.350
H -6.120 28.742 22.651
H -7.361 28.904 20.642
H -8.877 28.399 21.385
H -6.391 26.766 20.650
H -8.060 26.405 20.299
H -6.330 26.893 23.976
H -8.110 27.097 24.111
C -3.822 18.846 20.347
C -5.214 19.066 19.765
C -5.177 20.584 19.557
O -4.393 21.100 20.656
C -3.543 20.074 21.182
H -3.089 18.692 19.553
H -3.776 17.952 20.974
H -5.995 18.810 20.483
H -5.392 18.503 18.853
H -6.143 21.073 19.446
H -4.612 20.813 18.647
H -3.837 19.902 22.221
H -2.477 20.308 21.133
C -3.647 20.997 13.662
C -4.402 21.346 14.918
C -5.759 22.010 14.674
O -6.651 21.271 15.519
C -6.077 20.151 15.949
O -6.567 19.324 16.662
O -4.795 20.101 15.538
H -2.707 20.505 13.917
H -3.319 21.910 13.153
H -4.178 20.396 12.928
H -3.848 21.906 15.667
H -6.117 21.940 13.645
H -5.801 23.057 14.968
C -3.960 30.684 19.858
C -3.578 29.266 19.515
C -2.076 28.952 19.877
O -2.162 27.804 20.700
C -3.426 27.588 21.062
O -3.755 26.833 21.935
O -4.265 28.373 20.401
H -4.999 30.964 19.695
H -3.260 31.356 19.358
H -3.817 30.807 20.936
H -3.757 28.950 18.486
H -1.717 29.831 20.415
H -1.459 28.779 19.000
C -0.035 25.827 16.059
C -0.445 26.554 17.319
C -0.558 25.710 18.611
O 0.243 26.423 19.538
C 0.907 27.422 18.936
O 1.674 28.127 19.493
O 0.553 27.514 17.642
H 0.929 25.325 16.146
H 0.100 26.573 15.273
H -0.800 25.124 15.727
H -1.437 26.988 17.170
H -0.209 24.696 18.396
H -1.582 25.650 18.962
C -8.039 27.240 16.573
C -7.073 28.196 17.245
C -6.209 29.085 16.342
O -6.313 30.369 16.934
C -7.234 30.368 17.914
O -7.530 31.294 18.587
O -7.763 29.131 18.078
H -8.542 26.710 17.385
H -7.500 26.460 16.038
H -8.759 27.737 15.928
H -6.391 27.696 17.934
H -6.536 29.115 15.298
H -5.194 28.695 16.243
C -9.719 21.117 17.780
C -9.587 21.990 19.020
C -8.767 23.257 18.797
O -9.521 24.314 19.388
C -10.730 23.835 19.754
O -11.606 24.401 20.320
O -10.861 22.542 19.382
H -10.236 21.665 16.994
H -10.234 20.195 18.044
H -8.736 20.839 17.395
H -9.143 21.447 19.857
H -8.660 23.473 17.732
H -7.808 23.200 19.309